{
  "formula": "C41H56BBrN4O6P",
  "method": "ωB97M-V with the def2-TZVPD basis set",
  "gap_ev": 6.31,
  "charge": -1,
  "energy_ev": -141682.076,
  "lumo_energy_ha": 0.0667,
  "species": ["C", "C", "O", "O", "C", "O", "C", "B", "C", "C", "N", "N", "N", "O", "C", "C", "N", "C", "C", "C", "O", "P", "O", "Br", "H", "H", "H", "H", "H", "H", "H", "H", "H", "H", "H", "H", "H", "H", "H", "H", "H", "H", "H", "H", "H", "H", "H", "H", "H", "H", "C", "C", "C", "C", "C", "C", "H", "H", "H", "H", "H", "H", "C", "C", "C", "C", "C", "C", "H", "H", "H", "H", "H", "H", "C", "C", "C", "C", "C", "C", "H", "H", "H", "H", "H", "H", "C", "C", "C", "C", "C", "C", "H", "H", "H", "H", "H", "H", "C", "C", "C", "C", "C", "C", "H", "H", "H", "H", "H", "H"],
  "positions_angstrom": [[-3.280, 1.723, 6.295], [-4.636, 1.586, 5.657], [-5.255, 2.531, 5.252], [-5.116, 0.316, 5.616], [-4.541, -0.559, 4.594], [-4.264, -1.651, 4.953], [-4.440, 0.076, 3.249], [-4.289, -0.821, 1.863], [-2.795, -0.748, 1.169], [-1.494, -1.107, 1.892], [-1.663, -1.338, 3.325], [-0.873, -2.277, 1.278], [-0.530, 0.011, 1.632], [-5.077, -0.068, 0.808], [-6.473, -0.060, 0.844], [-7.066, -0.864, -0.317], [-8.484, -1.170, -0.113], [-8.675, -2.391, 0.678], [-10.117, -2.882, 0.595], [-10.174, -4.344, 1.030], [-10.936, -2.143, 1.501], [-5.026, -2.671, 1.789], [-6.177, -2.824, 2.991], [-3.486, -4.165, 2.615], [-2.508, 1.385, 5.607], [-3.108, 2.767, 6.527], [-3.244, 1.135, 7.207], [-3.544, 0.706, 3.308], [-5.253, 0.799, 3.196], [-2.715, 0.296, 0.869], [-2.883, -1.295, 0.228], [-1.556, -0.486, 3.859], [-1.000, -2.008, 3.691], [-0.394, -2.838, 1.968], [-1.570, -2.840, 0.815], [0.412, -0.311, 1.818], [-0.746, 0.816, 2.210], [-6.914, -0.359, 1.804], [-6.814, 0.970, 0.687], [-6.447, -1.749, -0.488], [-6.973, -0.242, -1.206], [-8.878, -1.341, -1.031], [-7.982, -3.186, 0.389], [-8.514, -2.142, 1.725], [-10.492, -2.763, -0.426], [-10.096, -4.994, 0.160], [-9.340, -4.567, 1.691], [-11.106, -4.543, 1.549], [-10.556, -1.261, 1.597], [-6.342, -1.986, 3.437], [-2.632, 1.993, -3.864], [-2.982, 1.708, -2.551], [-4.309, 1.470, -2.221], [-5.283, 1.510, -3.210], [-4.934, 1.794, -4.524], [-3.607, 2.038, -4.851], [-1.595, 2.178, -4.118], [-2.221, 1.665, -1.782], [-4.578, 1.240, -1.195], [-6.318, 1.320, -2.955], [-5.695, 1.824, -5.294], [-3.334, 2.262, -5.874], [-1.514, 4.170, -7.367], [-1.503, 5.519, -7.693], [-1.992, 5.940, -8.922], [-2.496, 5.013, -9.823], [-2.508, 3.665, -9.497], [-2.015, 3.243, -8.270], [-1.133, 3.841, -6.409], [-1.114, 6.242, -6.988], [-1.980, 6.992, -9.177], [-2.881, 5.343, -10.780], [-2.903, 2.941, -10.199], [-2.022, 2.190, -8.017], [5.047, -0.297, 3.135], [5.073, -0.229, 1.749], [4.070, -0.833, 1.004], [3.037, -1.505, 1.645], [3.010, -1.570, 3.031], [4.015, -0.969, 3.776], [5.832, 0.172, 3.715], [5.877, 0.296, 1.248], [4.091, -0.782, -0.077], [2.249, -1.970, 1.065], [2.202, -2.090, 3.531], [3.994, -1.023, 4.857], [9.114, -1.492, -0.724], [10.303, -1.424, -0.011], [10.312, -1.685, 1.352], [9.131, -2.020, 2.001], [7.943, -2.089, 1.289], [7.934, -1.823, -0.073], [9.107, -1.287, -1.787], [11.225, -1.170, -0.520], [11.240, -1.630, 1.908], [9.138, -2.226, 3.064], [7.022, -2.348, 1.794], [7.004, -1.873, -0.626], [14.742, 1.237, -1.459], [15.931, 1.304, -0.746], [15.940, 1.040, 0.616], [14.760, 0.704, 1.266], [13.572, 0.633, 0.553], [13.561, 0.903, -0.809], [14.734, 1.445, -2.521], [16.851, 1.563, -1.253], [16.866, 1.097, 1.173], [14.767, 0.495, 2.328], [12.651, 0.370, 1.058], [12.633, 0.854, -1.363]],
  "lowdin_charge": [0.022, -0.551, 0.122, 0.049, -0.435, 0.132, -0.026, -0.862, -0.092, -0.664, 0.083, 0.069, 0.058, -0.164, -0.268, -0.218, -0.056, -0.210, -0.428, -0.046, -0.053, 0.646, -0.421, 0.190, 0.080, 0.082, 0.090, 0.116, 0.111, 0.091, 0.097, 0.060, 0.059, 0.051, 0.029, 0.029, 0.055, 0.105, 0.120, 0.089, 0.097, 0.097, 0.116, 0.113, 0.129, 0.075, 0.079, 0.074, 0.083, 0.023, -0.102, -0.081, -0.068, -0.094, -0.103, -0.106, 0.092, 0.103, 0.092, 0.090, 0.095, 0.072, -0.095, -0.094, -0.101, -0.103, -0.097, -0.104, 0.097, 0.100, 0.098, 0.097, 0.099, 0.100, -0.106, -0.119, -0.092, -0.096, -0.096, -0.097, 0.099, 0.099, 0.102, 0.096, 0.097, 0.098, -0.093, -0.102, -0.103, -0.090, -0.097, -0.094, 0.100, 0.084, 0.094, 0.101, 0.098, 0.101, -0.097, -0.100, -0.100, -0.094, -0.095, -0.097, 0.100, 0.099, 0.099, 0.100, 0.087, 0.097]
}



{
  "formula": "C41H56FeN2O3P2",
  "method": "ωB97M-V with the def2-TZVPD basis set",
  "s2": 8.8100,
  "spin_multiplicity": 6,
  "de_lowest_kcal_mol": 12.3,
  "gap_ev": [8.53, 5.90],
  "charge": 1,
  "energy_ev": -105510.279,
  "lumo_energy_ha": [-0.0668, -0.1682],
  "species": ["Fe", "C", "C", "C", "P", "C", "C", "C", "C", "C", "C", "C", "C", "C", "C", "N", "C", "C", "C", "C", "C", "C", "C", "P", "C", "C", "C", "C", "C", "C", "H", "H", "H", "H", "H", "H", "H", "H", "H", "H", "H", "H", "H", "H", "H", "H", "H", "H", "H", "H", "H", "H", "H", "H", "H", "H", "H", "H", "H", "H", "H", "H", "H", "H", "H", "H", "H", "H", "H", "H", "C", "O", "C", "C", "C", "C", "C", "C", "O", "C", "O", "C", "H", "H", "H", "H", "H", "H", "H", "H", "H", "N", "C", "C", "C", "C", "C", "C", "H", "H", "H", "H", "H", "H", "H"],
  "positions_angstrom": [[-0.391, -0.165, -0.415], [3.216, -2.148, -2.160], [3.100, -0.623, -2.268], [2.515, -0.223, -3.618], [2.150, 0.000, -0.812], [3.342, -0.376, 0.572], [2.860, -1.617, 1.328], [3.534, 0.801, 1.522], [2.196, 1.822, -0.905], [3.226, 2.522, -1.503], [3.356, 3.907, -1.376], [4.464, 4.647, -2.059], [2.438, 4.580, -0.561], [1.386, 3.921, 0.027], [1.185, 2.535, -0.192], [0.138, 1.825, 0.295], [-1.005, 2.367, 0.869], [-1.602, 3.567, 0.453], [-2.784, 3.997, 1.022], [-3.405, 3.272, 2.036], [-4.685, 3.743, 2.663], [-2.827, 2.063, 2.423], [-1.674, 1.574, 1.834], [-0.947, -0.046, 2.301], [-0.270, 0.481, 3.973], [0.205, -0.674, 4.852], [0.811, 1.552, 3.895], [-2.331, -1.143, 2.893], [-1.779, -2.578, 2.945], [-3.605, -1.150, 2.053], [3.698, -2.538, -3.058], [2.230, -2.610, -2.078], [3.815, -2.460, -1.305], [4.105, -0.196, -2.172], [1.598, -0.775, -3.809], [3.234, -0.462, -4.404], [2.285, 0.842, -3.675], [4.304, -0.592, 0.098], [1.991, -1.360, 1.941], [3.644, -1.991, 1.988], [2.562, -2.423, 0.655], [2.573, 1.183, 1.860], [4.073, 1.624, 1.054], [4.100, 0.481, 2.400], [3.983, 1.985, -2.063], [5.278, 3.980, -2.338], [4.863, 5.436, -1.422], [4.095, 5.122, -2.972], [2.567, 5.640, -0.380], [0.720, 4.462, 0.683], [-1.166, 4.130, -0.360], [-3.236, 4.916, 0.668], [-4.842, 4.806, 2.493], [-4.684, 3.564, 3.739], [-5.539, 3.208, 2.243], [-3.312, 1.491, 3.207], [-1.155, 0.929, 4.439], [1.014, -1.231, 4.373], [-0.593, -1.369, 5.104], [0.596, -0.272, 5.789], [1.774, 1.108, 3.651], [0.915, 2.024, 4.873], [0.588, 2.336, 3.170], [-2.583, -0.820, 3.908], [-1.794, -3.015, 1.943], [-2.408, -3.203, 3.581], [-0.759, -2.640, 3.322], [-3.403, -1.518, 1.048], [-4.053, -0.162, 1.963], [-4.334, -1.815, 2.521], [-7.237, -0.371, -0.702], [-6.781, -0.334, -2.046], [-5.458, -0.263, -2.267], [-5.074, -0.237, -3.623], [-3.751, -0.150, -3.931], [-2.740, -0.104, -2.940], [-1.358, 0.014, -3.327], [-1.005, 0.223, -4.780], [-0.400, -0.049, -2.530], [-3.138, -0.157, -1.575], [-2.285, -0.127, -0.582], [-4.509, -0.217, -1.266], [-8.319, -0.433, -0.755], [-6.949, 0.536, -0.165], [-6.845, -1.247, -0.180], [-5.840, -0.281, -4.384], [-3.468, -0.125, -4.974], [-1.627, 0.985, -5.244], [-1.145, -0.707, -5.335], [0.039, 0.515, -4.848], [-4.782, -0.226, -0.223], [-0.033, -2.894, -0.447], [-0.062, -4.253, -0.870], [0.539, -5.246, -0.105], [0.555, -6.557, -0.559], [-0.025, -6.888, -1.774], [-0.624, -5.894, -2.536], [-0.639, -4.582, -2.092], [-0.924, -2.476, -0.710], [0.048, -2.832, 0.563], [0.992, -4.992, 0.847], [1.023, -7.322, 0.046], [-0.013, -7.911, -2.124], [-1.082, -6.140, -3.485], [-1.102, -3.806, -2.692]],
  "lowdin_charge": [0.632, -0.102, -0.536, -0.113, 1.086, -0.509, -0.123, -0.099, -0.275, -0.038, -0.239, -0.033, -0.014, 0.007, -0.276, 0.041, -0.291, -0.005, -0.015, -0.245, -0.035, -0.045, -0.299, 1.102, -0.527, -0.110, -0.101, -0.534, -0.126, -0.114, 0.088, 0.066, 0.069, 0.102, 0.059, 0.089, 0.069, 0.109, 0.048, 0.088, 0.047, 0.041, 0.080, 0.092, 0.114, 0.083, 0.087, 0.095, 0.124, 0.112, 0.117, 0.121, 0.082, 0.086, 0.087, 0.116, 0.103, 0.074, 0.065, 0.087, 0.055, 0.090, 0.066, 0.105, 0.066, 0.091, 0.052, 0.059, 0.057, 0.092, -0.059, -0.053, -0.268, 0.004, -0.020, -0.100, -0.341, 0.003, -0.075, -0.294, -0.188, 0.057, 0.097, 0.095, 0.098, 0.123, 0.111, 0.091, 0.105, 0.071, 0.087, 0.080, -0.322, -0.045, -0.083, -0.093, -0.082, -0.042, 0.061, 0.050, 0.108, 0.106, 0.103, 0.106, 0.110]
}



{
  "formula": "C41H57ClF13I3N6O14S",
  "method": "ωB97M-V with the def2-TZVPD basis set",
  "gap_ev": 5.55,
  "charge": 0,
  "energy_ev": -164024.525,
  "lumo_energy_ha": -0.1042,
  "species": ["C", "C", "O", "N", "C", "C", "C", "C", "C", "Cl", "C", "C", "C", "C", "C", "C", "C", "N", "C", "O", "O", "C", "C", "C", "S", "C", "N", "N", "C", "O", "C", "I", "C", "C", "I", "N", "I", "C", "O", "N", "C", "O", "F", "H", "H", "H", "H", "H", "H", "H", "H", "H", "H", "H", "H", "H", "H", "H", "H", "H", "H", "H", "H", "H", "H", "H", "H", "H", "H", "H", "H", "H", "H", "H", "H", "H", "H", "H", "H", "H", "C", "C", "O", "C", "O", "C", "F", "F", "F", "H", "H", "H", "H", "H", "C", "C", "O", "C", "O", "C", "F", "F", "F", "H", "H", "H", "H", "H", "C", "C", "O", "C", "O", "C", "F", "F", "F", "H", "H", "H", "H", "H", "C", "C", "O", "C", "O", "C", "F", "F", "F", "H", "H", "H", "H", "H"],
  "positions_angstrom": [[-4.685, -0.432, 1.438], [-4.651, 0.800, 0.543], [-3.756, 1.603, 0.651], [-5.674, 1.038, -0.452], [-5.278, 0.194, -1.614], [-4.252, 0.925, -2.465], [-3.830, 0.053, -3.694], [-2.354, -0.349, -3.417], [-1.741, -1.524, -4.205], [-2.776, -1.560, -5.757], [-0.312, -1.427, -4.768], [0.481, -2.350, -3.749], [1.380, -1.330, -2.979], [0.734, -0.215, -2.138], [1.879, 0.561, -1.399], [1.950, 2.020, -1.876], [2.801, 2.911, -0.960], [4.250, 2.671, -1.085], [1.538, -3.054, -4.708], [2.732, -3.059, -4.351], [1.124, -3.619, -5.737], [-0.490, -3.315, -2.978], [-0.786, -2.994, -1.493], [0.366, -2.886, -0.490], [-0.068, -1.745, 0.884], [1.470, -1.492, 1.667], [1.696, -0.480, 2.399], [2.990, -0.629, 2.864], [3.434, -1.701, 2.377], [2.522, -2.319, 1.581], [-0.020, -4.765, -3.154], [-1.438, -6.230, -2.398], [1.391, -5.080, -2.490], [2.293, -5.771, -3.554], [1.256, -6.536, -0.879], [-1.811, -2.943, -3.696], [-1.994, -4.004, -5.722], [-3.135, -3.305, -3.105], [-3.632, -2.637, -2.247], [-3.949, -4.439, -3.604], [-5.247, -3.905, -3.804], [-5.582, -3.228, -4.730], [-6.140, -4.206, -2.850], [-4.984, -0.210, 2.458], [-3.677, -0.847, 1.421], [-5.325, -1.189, 0.978], [-6.534, 0.675, -0.047], [-4.868, -0.746, -1.214], [-6.170, -0.070, -2.183], [-3.400, 1.202, -1.843], [-4.722, 1.842, -2.822], [-3.928, 0.698, -4.560], [-4.504, -0.799, -3.699], [-2.286, -0.433, -2.335], [-1.779, 0.537, -3.689], [-0.163, -1.604, -5.827], [-0.096, -0.360, -4.675], [1.942, -0.808, -3.753], [2.158, -1.798, -2.382], [0.230, 0.538, -2.746], [0.043, -0.531, -1.362], [1.671, 0.537, -0.325], [2.832, 0.049, -1.555], [2.350, 2.028, -2.895], [0.930, 2.415, -1.844], [2.603, 3.939, -1.274], [2.455, 2.832, 0.072], [4.357, 1.732, -1.447], [4.614, 3.313, -1.772], [-1.325, -2.043, -1.477], [-1.496, -3.692, -1.048], [1.354, -2.667, -0.877], [0.462, -3.855, 0.000], [4.397, -2.157, 2.503], [0.094, -5.079, -4.183], [1.934, -4.200, -2.163], [2.157, -6.851, -3.481], [3.333, -5.550, -3.332], [2.043, -5.458, -4.567], [-4.072, -5.091, -2.831], [-5.706, -0.921, 7.060], [-5.262, -2.301, 6.631], [-6.376, -3.158, 6.307], [-6.852, -2.942, 5.091], [-6.427, -2.112, 4.344], [-7.979, -3.929, 4.762], [-8.849, -4.039, 5.770], [-7.482, -5.150, 4.523], [-8.657, -3.550, 3.682], [-6.400, -0.985, 7.900], [-4.845, -0.339, 7.353], [-6.222, -0.399, 6.255], [-4.729, -2.788, 7.445], [-4.583, -2.252, 5.780], [0.157, 2.007, 5.124], [-1.031, 2.067, 4.192], [-2.283, 1.925, 4.895], [-2.763, 3.006, 5.490], [-2.257, 4.085, 5.518], [-4.133, 2.673, 6.095], [-4.125, 1.511, 6.771], [-5.052, 2.559, 5.127], [-4.557, 3.612, 6.933], [0.134, 1.092, 5.718], [1.078, 2.035, 4.554], [0.159, 2.844, 5.823], [-0.991, 1.235, 3.492], [-1.034, 2.985, 3.606], [6.156, 1.851, 2.646], [5.514, 2.213, 1.323], [4.080, 2.152, 1.409], [3.483, 3.199, 1.953], [4.019, 4.178, 2.376], [1.964, 2.993, 1.922], [1.623, 1.763, 2.328], [1.487, 3.152, 0.680], [1.329, 3.865, 2.703], [5.804, 0.875, 2.985], [7.240, 1.823, 2.547], [5.898, 2.575, 3.419], [5.799, 1.493, 0.560], [5.831, 3.196, 0.977], [9.685, 5.424, -0.669], [9.266, 6.311, -1.822], [8.123, 5.766, -2.508], [6.946, 5.990, -1.942], [6.756, 6.593, -0.931], [5.832, 5.390, -2.809], [6.127, 4.150, -3.220], [5.627, 6.123, -3.910], [4.675, 5.328, -2.148], [9.862, 4.406, -1.017], [10.596, 5.805, -0.209], [8.907, 5.377, 0.092], [10.062, 6.364, -2.562], [9.060, 7.329, -1.493]],
  "lowdin_charge": [0.010, -0.499, 0.088, 0.025, -0.213, -0.168, -0.212, -0.175, -0.601, 0.618, -0.119, -0.201, -0.136, -0.180, -0.172, -0.173, -0.249, 0.038, -0.695, -0.003, -0.094, -0.334, -0.199, -0.434, 1.035, -0.688, 0.033, 0.088, -0.169, 0.060, -0.635, 0.916, -0.709, -0.171, 0.797, -0.208, 1.224, -0.471, 0.170, 0.022, -0.534, 0.150, 0.141, 0.082, 0.078, 0.076, 0.112, 0.095, 0.129, 0.101, 0.119, 0.102, 0.076, 0.103, 0.124, 0.099, 0.122, 0.134, 0.100, 0.087, 0.044, 0.092, 0.110, 0.119, 0.112, 0.119, -0.048, 0.073, 0.030, 0.080, 0.078, 0.069, 0.019, 0.137, 0.003, 0.065, 0.037, 0.085, 0.067, 0.071, -0.055, -0.190, 0.045, -0.401, 0.155, -0.548, 0.170, 0.167, 0.172, 0.090, 0.061, 0.079, 0.127, 0.125, -0.054, -0.191, 0.034, -0.403, 0.182, -0.534, 0.135, 0.165, 0.178, 0.086, 0.057, 0.083, 0.121, 0.122, -0.058, -0.221, -0.017, -0.399, 0.187, -0.486, 0.119, 0.159, 0.187, 0.069, 0.080, 0.078, 0.114, 0.117, -0.059, -0.195, 0.035, -0.400, 0.180, -0.536, 0.160, 0.174, 0.157, 0.083, 0.083, 0.076, 0.125, 0.126]
}